45
Properties=species:S:1:pos:R:3:lowdin_charge:R:1 method="wB97M-V/def2-TZVPD" mol_weight_g_mol=309.4 e_homo_ev=-8.112 total_energy_ha=-1050.33589 e_above_lowest_ev=9.3985
C 1.4307 0.5484 0.9004 -0.283
C 0.8602 0.1293 -0.4667 -0.399
C 2.8177 1.2574 0.5468 -0.168
C 3.7592 0.5065 -0.3376 -0.234
C 4.0856 -0.9946 0.0277 -0.233
C 5.3018 -1.6346 -0.7862 -0.319
C -1.1753 1.7451 -0.1840 -0.372
C -0.5976 3.1933 -0.2811 -0.468
C -1.7070 1.1934 1.0103 -0.107
C -2.6239 0.0474 0.4767 -0.107
C -3.8698 0.2031 -0.3380 -0.005
C -2.2291 -1.3862 0.9822 0.033
C -4.7539 -0.9258 -0.4718 -0.021
C -2.9873 -2.3972 0.4613 -0.026
C -4.2595 -2.2207 -0.1895 -0.309
H 2.7260 -1.2241 1.5185 0.125
H 2.0608 -0.3301 2.7242 0.066
H 0.8423 1.2846 1.3527 0.082
H 2.7352 2.1399 -0.3340 0.163
H 3.0328 1.6246 1.5783 0.119
H 4.7169 0.9931 -0.2084 0.100
H 3.3325 0.5993 -1.4368 0.146
H 4.4287 -1.1019 1.0209 0.068
H 3.1705 -1.6002 0.1641 0.074
H 6.1986 -1.0121 -0.4168 0.130
H 5.0438 -1.4758 -1.7901 0.083
H 4.9003 -3.6762 -0.5347 0.120
H 6.6819 -3.0201 -0.0483 0.149
H -0.1900 0.6710 -2.0486 0.267
H -1.9451 2.0453 -0.9548 0.165
H -0.8628 0.7339 1.6087 0.124
H -2.2952 2.1114 1.3447 0.155
H -4.1098 1.2531 -0.5487 0.099
H -1.3786 -1.3391 1.5219 0.048
H -5.7015 -0.9551 -0.8752 0.074
H -2.7289 -3.4459 0.3363 0.115
H -5.7005 -3.0340 -0.9095 0.059
H -1.1178 4.8580 -0.0453 0.176
N 1.6829 -0.6862 1.8077 0.018
N 5.5188 -2.8669 -0.1018 -0.086
N -0.2199 0.9572 -0.8606 0.083
O 1.4034 -0.7170 -1.2304 0.008
O 0.6047 3.3806 -0.3750 0.107
O -4.9844 -3.3440 -0.4306 0.076
O -1.6516 3.9906 -0.0937 0.106